No. 1
# C4H5NO

A single C4H5NO molecule in a non-equilibrium geometry (wB97M-V/def2-TZVPD, the OMol25 dataset).

highest occupied orbital energy = -8.82 eV
total energy = -285.2672 a.u.

Each line ends with the Mulliken charge.
Element x y z (Å)
N  1.891  -0.135  -0.155  -0.57
C  0.501  0.158  0.043  0.73
C  -0.063  1.143  0.971  -0.75
O  -1.403  0.939  0.848  -0.12
C  -1.731  -0.134  0.038  -0.35
C  -0.616  -0.684  -0.471  -0.49
H  2.463  0.560  0.320  0.27
H  2.147  -1.056  0.192  0.25
H  0.080  0.866  -0.827  0.22
H  -2.788  -0.318  -0.105  0.42
H  -0.512  -1.506  -1.165  0.40

Cartesian forces, eV/Å:
-0.30 -0.08 0.29
-0.48 0.90 -1.59
-0.53 -0.22 -0.32
0.33 0.00 0.26
0.40 -0.38 -0.12
-0.61 -0.65 0.60
-0.17 -0.15 -0.07
-0.18 0.24 0.00
1.40 0.20 0.86
0.27 0.01 0.04
-0.14 0.13 0.05

=====

No. 2
# C35H41IrN3O2S4Sb3

A molecular structure, C35H41IrN3O2S4Sb3 in a non-equilibrium geometry (wB97M-V/def2-TZVPD, the OMol25 dataset).

highest occupied orbital energy (spin up / spin down) = -3.76 / -4.76 eV
⟨S²⟩ = 8.788
total energy = -4090.7859 a.u.
2S+1 = 6
net charge = -1

Each line ends with the Mulliken charge.
Element x y z (Å)
Ir  -0.680  -0.899  2.075  1.19
C  0.295  2.130  5.111  -1.45
C  -0.703  2.681  4.135  1.39
C  -1.454  3.800  4.463  -0.96
C  -2.393  4.313  3.587  -0.71
C  -2.587  3.705  2.360  -1.08
C  -1.820  2.610  1.977  1.35
C  -2.010  2.025  0.607  -0.30
C  -0.871  2.097  2.873  -0.31
N  -0.047  0.998  2.505  0.59
C  1.265  1.254  2.306  0.08
O  1.815  2.352  2.370  -0.76
C  2.014  0.030  1.868  0.33
C  3.382  -0.084  1.831  -0.44
C  3.929  -1.306  1.394  -0.99
C  3.111  -2.316  0.960  -0.90
C  1.710  -2.128  0.983  -0.06
N  1.205  -0.956  1.470  -0.24
C  0.691  -3.033  0.669  0.37
O  0.980  -4.107  -0.230  -0.45
N  -0.542  -2.852  1.150  -0.02
C  -1.605  -3.778  0.979  0.22
C  -2.189  -4.317  2.147  1.37
C  -1.584  -4.116  3.510  -1.94
C  -3.352  -5.066  2.049  -0.69
C  -3.933  -5.334  0.823  -0.84
C  -3.327  -4.866  -0.324  -1.13
C  -2.177  -4.085  -0.273  1.79
C  -1.664  -3.522  -1.571  -2.69
H  0.133  2.557  6.099  0.48
H  1.308  2.371  4.783  0.22
H  0.215  1.044  5.181  0.22
H  -1.300  4.280  5.422  0.37
H  -2.967  5.190  3.858  0.42
H  -3.324  4.101  1.671  0.46
H  -3.047  2.117  0.279  0.53
H  -1.723  0.975  0.596  -0.46
H  -1.378  2.532  -0.126  -0.32
H  3.994  0.743  2.157  0.53
H  5.001  -1.449  1.417  0.44
H  3.521  -3.270  0.660  0.66
H  -1.230  -5.071  3.907  0.40
H  -2.333  -3.719  4.193  0.37
H  -0.754  -3.416  3.480  0.19
H  -3.822  -5.412  2.961  0.42
H  -4.858  -5.891  0.762  0.41
H  -3.779  -5.058  -1.290  0.42
H  -2.501  -3.140  -2.156  0.63
H  -1.173  -4.285  -2.182  0.35
H  -0.978  -2.693  -1.421  0.20
S  -4.795  -0.204  -1.153  -0.25
Sb  -4.635  -0.348  2.494  0.31
S  -2.472  -0.863  3.529  -0.44
S  -3.698  -1.073  0.210  -0.07
S  -5.803  -2.238  3.080  -0.63
C  2.749  4.471  -0.117  -1.48
Sb  1.890  2.542  -0.652  0.44
C  0.458  3.524  -1.958  -1.50
C  3.404  2.205  -2.251  -1.72
C  2.781  2.167  -3.591  0.70
C  2.761  3.328  -4.367  -0.59
C  2.140  3.373  -5.603  -0.56
C  1.518  2.234  -6.092  -0.69
C  1.546  1.069  -5.344  -0.63
C  2.170  1.002  -4.097  1.07
C  2.168  -0.275  -3.351  -1.71
Sb  0.506  -0.405  -1.886  0.33
C  1.541  -3.558  -1.612  -1.04
C  -0.997  -0.375  -3.474  -1.48
H  2.898  5.075  -1.011  0.42
H  3.697  4.325  0.396  0.39
H  2.066  4.976  0.563  0.39
H  0.984  4.116  -2.703  0.57
H  -0.192  4.170  -1.369  0.54
H  -0.148  2.777  -2.469  0.25
H  3.915  1.279  -1.996  0.45
H  4.110  3.029  -2.164  0.71
H  3.255  4.213  -3.982  0.33
H  2.141  4.287  -6.184  0.39
H  1.019  2.252  -7.053  0.38
H  1.073  0.174  -5.732  0.37
H  3.067  -0.426  -2.758  0.60
H  2.038  -1.131  -4.011  0.74
H  1.431  -4.435  -2.262  0.32
H  0.100  -4.462  -0.465  0.82
H  2.606  -3.430  -1.409  0.35
H  -0.935  -1.280  -4.079  0.42
H  -0.836  0.497  -4.108  0.50
H  -1.985  -0.316  -3.029  0.35

Cartesian forces, eV/Å:
-0.08 -0.11 0.62
0.01 0.02 -0.03
0.05 -0.06 -0.06
-0.06 0.01 0.07
-0.03 0.04 -0.06
0.06 0.07 0.07
0.07 -0.16 -0.02
0.11 -0.01 0.02
-0.25 0.50 0.10
-0.75 -0.47 0.14
0.41 0.43 -0.19
-0.13 -0.50 0.53
0.31 0.18 -0.01
-0.23 0.10 0.04
-0.11 -0.09 -0.11
0.21 0.05 -0.07
-0.11 -0.27 -0.07
0.71 -0.26 -0.17
0.06 0.01 0.02
-0.40 0.09 0.94
-0.08 0.63 0.02
-0.69 -0.50 0.04
0.18 0.00 -0.04
0.04 0.03 -0.10
0.02 0.06 0.03
0.08 -0.04 -0.07
-0.01 -0.11 0.11
0.13 0.25 0.09
-0.21 0.18 0.03
0.02 -0.02 0.02
0.04 -0.02 0.05
0.00 -0.03 0.02
0.01 -0.06 0.05
-0.04 -0.01 0.02
-0.01 -0.05 -0.03
0.04 -0.04 0.02
-0.11 0.00 -0.16
0.02 0.02 0.00
-0.03 0.05 -0.01
0.01 -0.04 -0.04
-0.04 0.01 -0.07
0.00 0.01 0.00
-0.06 0.00 0.09
0.04 -0.08 0.09
0.01 -0.01 0.00
-0.02 0.00 0.03
0.01 0.02 -0.04
-0.03 -0.01 -0.01
0.09 0.05 -0.03
0.09 -0.07 -0.06
-0.14 0.13 -0.12
-0.64 -0.48 -0.31
0.62 -0.01 -0.58
0.24 -0.15 0.30
0.31 0.47 -0.05
-0.03 -0.22 0.06
0.10 0.65 -0.57
0.09 -0.15 0.10
-0.15 -0.04 0.34
0.01 -0.06 -0.28
0.08 -0.03 -0.04
-0.04 0.02 -0.03
-0.02 0.01 -0.03
0.02 -0.02 0.02
0.05 0.25 -0.23
-0.22 -0.28 0.54
-0.21 0.03 -0.62
0.29 0.78 -1.15
0.26 -0.03 0.22
0.00 0.01 -0.03
0.05 0.00 0.02
-0.03 0.03 0.03
0.00 0.06 0.00
0.02 0.01 0.07
-0.04 0.00 -0.03
0.03 0.00 0.01
0.01 0.03 0.01
-0.01 0.01 0.01
0.01 0.02 0.02
0.01 -0.02 -0.01
0.00 -0.03 -0.02
0.09 -0.03 -0.06
0.00 -0.03 -0.03
-0.04 -0.22 0.27
0.04 -0.24 0.07
0.02 -0.26 0.24
0.05 -0.04 -0.02
0.01 0.01 -0.02
-0.15 0.01 0.10